# 1
Below is the molecule C18H21N3OS, with properties calculated with wB97M-V/def2-TZVPD.

Structure (XYZ):
```
44
C18H21N3OS, DFT wB97M-V/def2-TZVPD
C 0.6973 2.3270 1.8953
C -0.2981 2.6970 0.8084
O -0.6918 1.5060 0.1530
C -1.6705 1.5777 -0.7928
C -2.2422 2.7593 -1.2506
C -3.2443 2.7335 -2.2058
C -3.6895 1.5334 -2.7255
C -3.1190 0.3519 -2.2892
C -2.1188 0.3609 -1.3307
N -1.5495 -0.8642 -0.9053
C -0.1378 -1.1051 -1.2168
N 0.4220 -2.1773 -0.4438
C 0.7186 -1.7992 0.9327
C 2.0686 -1.1381 1.0583
C 2.9531 -1.0624 -0.0076
C 4.1876 -0.4543 0.1472
C 4.5560 0.0771 1.3706
C 3.6840 -0.0072 2.4435
C 2.4493 -0.6100 2.2867
C -0.4086 -3.3426 -0.5801
N -1.7716 -3.0492 -0.1812
C -2.3184 -1.8204 -0.3386
S -3.8575 -1.5444 0.2043
H 1.0189 3.2230 2.4181
H 1.5643 1.8353 1.4620
H 0.2340 1.6487 2.6062
H -1.1758 3.1869 1.2504
H 0.1670 3.3847 0.0882
H -1.9196 3.7099 -0.8569
H -3.6789 3.6644 -2.5376
H -4.4747 1.5133 -3.4647
H -3.4595 -0.5972 -2.6742
H -0.0430 -1.3524 -2.2855
H 0.4153 -0.1854 -1.0136
H -0.0507 -1.1299 1.3443
H 0.7241 -2.7063 1.5447
H 2.6716 -1.4897 -0.9574
H 4.8656 -0.3988 -0.6919
H 5.5189 0.5509 1.4901
H 3.9654 0.3996 3.4036
H 1.7710 -0.6735 3.1257
H -0.3832 -3.6548 -1.6357
H -0.0180 -4.1584 0.0325
H -2.3314 -3.7195 0.3196
```

Its total energy is -36360.041 eV. Its highest occupied orbital energy is -7.71 eV. As for the total charge: 0. The calculation puts the orbital gap at 8.40 eV. For the molecular weight, the calculation gives 327.453 g/mol.

Atomic partial charges in e from the Mulliken method, atoms 1 to 5: atom 1 (C): -1.22, atom 2 (C): -0.56, atom 3 (O): -0.14, atom 4 (C): 0.62, atom 5 (C): -0.70



# 2
Below is the molecule C15H19N3O4S2 in a non-equilibrium geometry, with properties calculated with wB97M-V/def2-TZVPD.

Structure (XYZ):
```
43
C15H19N3O4S2, DFT wB97M-V/def2-TZVPD
C 5.2711 1.1013 -1.3201
C 5.7501 0.5153 0.0046
O 4.7361 0.5081 0.9995
C 4.1609 -0.7291 1.3008
C 3.2419 -1.3056 0.2026
C 2.1961 -0.3361 -0.1890
N 2.0492 0.1519 -1.3625
N 1.0617 1.0211 -1.4890
C 0.3940 1.2235 -0.4023
N -0.6005 2.1511 -0.3450
C -1.6882 2.3446 0.4793
O -2.3744 3.3223 0.3286
C -1.9749 1.3186 1.5621
C -3.3629 0.7542 1.3249
S -3.3608 -0.1347 -0.2754
O -4.6015 -0.8499 -0.3909
O -3.0162 0.8060 -1.3059
C -2.0185 -1.3350 -0.1798
C -1.9062 -2.1873 0.9023
C -0.8792 -3.1173 0.9256
C 0.0097 -3.1945 -0.1355
C -0.1206 -2.3460 -1.2236
C -1.1403 -1.4079 -1.2444
S 1.0224 0.2939 0.9640
H 4.4620 0.5160 -1.7484
H 6.0998 1.1330 -2.0227
H 4.9076 2.1126 -1.1596
H 6.5565 1.1412 0.4043
H 6.1435 -0.4983 -0.1407
H 4.9373 -1.4762 1.5277
H 3.5701 -0.5507 2.2047
H 2.7783 -2.2139 0.5940
H 3.8200 -1.5569 -0.6875
H -0.6215 2.7538 -1.1637
H -1.9419 1.8341 2.5257
H -1.2484 0.5093 1.5724
H -4.1004 1.5457 1.2108
H -3.6767 0.0570 2.0954
H -2.6192 -2.1318 1.7098
H -0.7773 -3.7853 1.7674
H 0.8012 -3.9294 -0.1188
H 0.5683 -2.4089 -2.0518
H -1.2688 -0.7270 -2.0710
```

Its total energy is -50193.056 eV. Its highest occupied orbital energy is -9.19 eV. As for the total charge: 0. The calculation puts the orbital gap at 9.39 eV. For the molecular weight, the calculation gives 369.468 g/mol.

Atomic partial charges in e from the Mulliken method, atoms 1 to 5: atom 1 (C): -1.02, atom 2 (C): -0.33, atom 3 (O): -0.37, atom 4 (C): -0.77, atom 5 (C): -0.89



# 3
Below is a structure of composition C28H21BaBrN5O4 in a non-equilibrium geometry, with properties calculated with wB97M-V/def2-TZVPD.

Structure (XYZ):
```
60
C28H21BaBrN5O4, DFT wB97M-V/def2-TZVPD
Ba -0.3687 0.3590 -0.8458
O 0.3722 1.1599 -3.2986
C 1.4359 0.5827 -3.9873
C 1.7725 1.1093 -5.2172
C 2.8320 0.5637 -5.9326
C 3.5428 -0.4920 -5.4083
C 3.1919 -0.9958 -4.1627
C 2.1384 -0.4864 -3.4111
C 1.8642 -1.1371 -2.0595
O 0.5538 -1.4652 -1.8631
N 2.3873 -0.0612 -1.0032
N 1.9067 -0.2243 0.3090
C 2.5843 -0.0514 1.3665
C 1.8804 -0.0517 2.6745
Br -0.0181 0.1386 2.6535
C 2.5053 -0.1036 3.8640
C 3.9470 -0.3137 4.0831
C 4.5739 0.4118 5.0944
C 5.9298 0.2587 5.3242
C 6.6646 -0.6390 4.5629
C 6.0420 -1.3922 3.5808
C 4.6867 -1.2356 3.3406
H -0.0948 1.7553 -3.8945
H 1.2105 1.9391 -5.6232
H 3.0854 0.9719 -6.8997
H 4.3624 -0.9289 -5.9556
H 3.7435 -1.8317 -3.7524
H 2.5380 -1.9998 -1.9489
H 3.4020 0.0281 -1.0398
H 3.6553 0.1496 1.3851
H 1.9080 0.0485 4.7546
H 4.0025 1.1055 5.6949
H 6.4139 0.8323 6.1007
H 7.7217 -0.7629 4.7499
H 6.6104 -2.1150 3.0121
H 4.1948 -1.8623 2.6132
O -7.7739 2.3090 1.1074
N -7.6902 1.2464 0.5264
O -8.6231 0.5656 0.1638
C -6.3286 0.7033 0.2689
C -6.2580 -0.6397 0.1845
C -4.9925 -1.2873 -0.0138
C -4.8863 -2.6899 -0.0392
C -3.6638 -3.2668 -0.2356
C -2.5501 -2.4316 -0.4324
N -2.6331 -1.1198 -0.3978
C -3.8289 -0.5250 -0.1799
C -3.9343 0.9518 -0.0920
N -2.8098 1.6750 -0.2501
C -2.8266 2.9826 -0.1264
C -4.0039 3.6775 0.1727
C -5.1721 2.9766 0.2948
C -5.1760 1.5731 0.1584
H -7.1617 -1.2268 0.2718
H -5.7737 -3.2932 0.1009
H -3.5442 -4.3392 -0.2573
H -1.5761 -2.8591 -0.6297
H -1.8926 3.5113 -0.2549
H -3.9868 4.7497 0.2891
H -6.0923 3.4920 0.5095
```

Its total energy is -115746.833 eV. Its highest occupied orbital energy is -10.78 eV. As for the total charge: +1. The calculation puts the orbital gap at 7.33 eV. For the molecular weight, the calculation gives 708.739 g/mol.

Atomic partial charges in e from the Mulliken method, atoms 1 to 5: atom 1 (Ba): 1.78, atom 2 (O): -0.32, atom 3 (C): 1.00, atom 4 (C): -1.03, atom 5 (C): -0.47



# 4
Below is the molecule C5H8O in a non-equilibrium geometry, with properties calculated with wB97M-V/def2-TZVPD.

Structure (XYZ):
```
14
C5H8O, DFT wB97M-V/def2-TZVPD
C 1.7878 0.1227 1.2332
C 0.4816 -0.4452 1.5232
C -0.6437 -0.2431 0.7587
C -0.4672 -0.0804 -0.6918
C -1.5315 0.3014 -1.7600
O 0.6951 -0.1965 -1.1273
H 2.4389 0.4639 1.9871
H 1.5934 0.9801 0.4771
H 2.3728 -0.5560 0.6260
H 0.2455 -1.0658 2.3321
H -1.7070 -0.1748 1.0523
H -2.5215 0.7181 -1.5859
H -0.9760 0.8340 -2.5255
H -1.7681 -0.6585 -2.2992
```

Its total energy is -7360.106 eV. Its highest occupied orbital energy is -9.15 eV. As for the total charge: 0. The calculation puts the orbital gap at 9.26 eV. For the molecular weight, the calculation gives 84.118 g/mol.

Atomic partial charges in e from the Mulliken method, atoms 1 to 5: atom 1 (C): -1.02, atom 2 (C): -0.03, atom 3 (C): -0.64, atom 4 (C): 0.77, atom 5 (C): -1.03



# 5
Below is the molecule C22H30N4O2, with properties calculated with wB97M-V/def2-TZVPD.

Structure (XYZ):
```
58
C22H30N4O2, DFT wB97M-V/def2-TZVPD
C -2.0217 -2.5875 0.5952
C -3.2885 -2.6552 -0.2474
C -4.3361 -1.6470 0.2312
N -3.9205 -0.2719 -0.0090
C -4.4356 0.6545 0.9889
C -3.6155 0.6382 2.2798
C -2.2024 1.1618 2.0632
C -4.2167 0.1539 -1.3652
C -3.2646 1.2506 -1.8485
N -1.8916 0.8350 -1.7106
C -0.9610 1.6174 -1.1207
O -1.1996 2.7811 -0.8231
C 0.3330 0.9413 -0.9068
C 0.5912 -0.4113 -1.0083
C 1.9445 -0.5944 -0.6927
C 2.6890 -1.8249 -0.6336
O 2.2243 -2.9292 -0.8648
N 4.0213 -1.6601 -0.2752
C 4.8051 -2.8755 -0.1898
C 4.6121 -0.4377 -0.0172
C 5.9719 -0.3817 0.3106
C 6.6026 0.8169 0.5627
C 5.8925 2.0055 0.4924
C 4.5525 1.9796 0.1774
C 3.8799 0.7793 -0.0769
C 2.4900 0.6621 -0.4122
N 1.4969 1.5822 -0.5362
C 1.6039 3.0019 -0.3231
H -1.2437 -3.2262 0.1834
H -1.6554 -1.5655 0.6299
H -2.2256 -2.9104 1.6137
H -3.7182 -3.6577 -0.1897
H -3.0433 -2.4657 -1.2947
H -5.3055 -1.8586 -0.2534
H -4.4723 -1.7834 1.3050
H -5.4943 0.4389 1.2197
H -4.3883 1.6631 0.5753
H -4.1291 1.2606 3.0163
H -3.5665 -0.3762 2.6789
H -2.2220 2.1765 1.6731
H -1.6776 0.5361 1.3469
H -1.6469 1.1592 2.9986
H -5.2553 0.5143 -1.4712
H -4.1004 -0.7088 -2.0259
H -3.4880 1.4769 -2.8989
H -3.3731 2.1709 -1.2703
H -1.6923 -0.1363 -1.8791
H -0.0778 -1.2096 -1.2563
H 5.6223 -2.8667 -0.9125
H 5.1994 -3.0160 0.8175
H 4.1292 -3.6972 -0.4269
H 6.5534 -1.2857 0.3686
H 7.6531 0.8243 0.8114
H 6.3841 2.9473 0.6823
H 4.0234 2.9133 0.1235
H 2.2760 3.4515 -1.0568
H 1.9646 3.2066 0.6861
H 0.6130 3.4395 -0.4345
```

Its total energy is -33358.030 eV. Its highest occupied orbital energy is -7.91 eV. As for the total charge: 0. The calculation puts the orbital gap at 8.46 eV. For the molecular weight, the calculation gives 382.508 g/mol.

Atomic partial charges in e from the Mulliken method, atoms 1 to 5: atom 1 (C): -0.81, atom 2 (C): -0.47, atom 3 (C): -1.13, atom 4 (N): 1.22, atom 5 (C): -1.11



# 6
Below is a structure of composition C28H49N2OP3SW in a non-equilibrium geometry, with properties calculated with wB97M-V/def2-TZVPD.

Structure (XYZ):
```
85
C28H49N2OP3SW, DFT wB97M-V/def2-TZVPD
W 0.4786 1.3283 -2.5150
P 2.0080 1.3864 -0.3420
P -1.3143 1.9213 -1.1368
P 1.4332 2.2103 -4.2488
H -0.5354 -1.5643 0.7797
C -0.5097 -2.2818 -0.0469
C 0.6120 -2.6109 -0.6900
H 1.5149 -2.0794 -0.4027
C 1.8621 0.3960 1.2182
C 1.8567 3.1994 0.1481
C 3.8407 1.2924 -0.5499
C -2.9101 1.2666 -1.5615
C -1.3218 1.8457 0.6243
C -1.2430 3.6100 -1.6546
C 2.5560 1.0491 -5.0713
C 2.2720 3.6586 -3.5880
C 0.0509 2.6115 -5.3478
H -1.4035 -1.9830 -0.6268
H 0.5470 -2.3458 -1.7526
H 2.3271 -0.5802 1.0399
H 0.8316 0.2082 1.5321
H 2.3857 0.8885 2.0504
H 0.9064 3.4181 0.6606
H 1.9348 3.8369 -0.7494
H 2.6951 3.4402 0.8235
H 4.1114 0.2268 -0.5335
H 4.3654 1.8341 0.2558
H 4.1224 1.7185 -1.5223
H -3.5218 1.9156 -0.9245
H -3.0450 0.2243 -1.2477
H -3.1914 1.3805 -2.6133
H -2.3527 2.1712 0.7873
H -0.6310 2.5633 1.0619
H -1.1835 0.8602 1.0805
H -2.2011 3.9070 -1.2221
H -1.2399 3.7651 -2.7347
H -0.4224 4.1358 -1.1722
H 2.9574 1.5755 -5.9500
H 2.0193 0.1263 -5.3658
H 3.3725 0.7542 -4.3854
H 2.6902 4.1672 -4.4724
H 3.0631 3.3308 -2.8798
H 1.5332 4.2919 -3.0563
H 0.5150 2.9024 -6.3051
H -0.5514 3.4324 -4.9097
H -0.5929 1.7116 -5.4700
C -0.7568 -1.5205 -4.8799
C -1.6473 -1.6959 -5.9609
C -1.3376 -2.6225 -6.9642
C -0.1777 -3.3943 -6.8567
C 0.6896 -3.2357 -5.7788
C 0.4036 -2.3035 -4.7748
S -0.9241 -0.1975 -3.6083
H 2.1027 0.9934 -2.2353
H -2.5437 -1.0633 -6.0325
H -1.9973 -2.7224 -7.8396
H 0.0644 -4.1442 -7.6230
H 1.6166 -3.8031 -5.6945
H 1.0696 -2.1242 -3.9350
C -0.9363 -1.3476 7.4706
N -1.0098 -0.5882 6.2154
N -1.0580 -1.2022 5.0132
C -0.8723 -0.2338 4.0149
O -0.8373 -0.5249 2.7868
C -0.7403 1.0003 4.7184
C -0.7939 0.7351 6.0484
C -0.6605 1.6561 7.2311
C -1.2294 -2.6010 4.8475
C -2.2456 -3.2592 5.5396
C -2.3396 -4.6324 5.4261
C -1.4692 -5.3342 4.5928
C -0.4843 -4.6539 3.8578
C -0.3686 -3.2700 3.9691
H -0.0905 -2.0672 7.4652
H -1.8835 -1.8850 7.6592
H -0.7790 -0.6059 8.2751
H -0.5896 1.9628 4.2429
H -1.5478 1.5992 7.9034
H 0.2631 1.4474 7.8210
H -0.5902 2.6844 6.8214
H -2.9296 -2.6916 6.1553
H -3.1002 -5.1563 5.9914
H -1.5458 -6.4262 4.4975
H 0.2023 -5.1885 3.1994
H 0.3817 -2.7004 3.4070
```

Its expectation value of S² is 2.137. Its total energy is -75340.540 eV. Its spin multiplicity is 3. Its highest occupied orbital energy (alpha / beta) is -18.16 / -17.96 eV. As for the total charge: +4. The calculation puts the orbital gap (alpha / beta) at 4.72 / 5.15 eV. For the molecular weight, the calculation gives 738.542 g/mol.

Atomic partial charges in e from the Mulliken method, atoms 1 to 5: atom 1 (W): -0.23, atom 2 (P): 0.81, atom 3 (P): 1.02, atom 4 (P): 0.77, atom 5 (H): 0.00



# 7
Below is the molecule C4H15NSi2 in a non-equilibrium geometry, with properties calculated with wB97M-V/def2-TZVPD.

Structure (XYZ):
```
22
C4H15NSi2, DFT wB97M-V/def2-TZVPD
C -0.9894 0.9328 1.2967
C 0.1526 1.2448 0.3710
C -0.4186 1.9313 -0.9437
N 0.8155 0.0159 0.1581
C 1.6995 -0.2314 1.2727
Si 0.7660 -1.0642 -1.2723
Si -1.0633 -2.4249 -1.1114
H -1.4969 0.0960 1.0181
H -0.8096 0.7903 2.3878
H -1.7059 1.6844 1.2015
H 0.7861 1.9736 0.9042
H -1.1169 1.2026 -1.3238
H 0.4398 2.1167 -1.6103
H -0.8303 2.7801 -0.6986
H 2.2333 -1.2513 1.2013
H 2.3745 0.5297 1.6303
H 1.2266 -0.4310 2.2951
H 1.9223 -1.8448 -1.4018
H 0.8277 -0.1317 -2.4287
H -2.1348 -1.4234 -0.5293
H -1.7992 -2.8937 -2.3109
H -0.8788 -3.6018 -0.1059
```

Its total energy is -21634.413 eV. Its highest occupied orbital energy is -8.22 eV. As for the total charge: 0. The calculation puts the orbital gap at 9.08 eV. For the molecular weight, the calculation gives 133.343 g/mol.

Atomic partial charges in e from the Mulliken method, atoms 1 to 5: atom 1 (C): -1.37, atom 2 (C): 0.36, atom 3 (C): -1.76, atom 4 (N): 0.33, atom 5 (C): -1.07



# 8
Below is the molecule CH4N2O2 in a non-equilibrium geometry, with properties calculated with wB97M-V/def2-TZVPD.

Structure (XYZ):
```
9
CH4N2O2, DFT wB97M-V/def2-TZVPD
O 1.3732 -1.4962 -0.2893
N -0.1044 -1.4676 -0.3410
C -0.6340 -0.2749 -0.0527
N -0.1053 0.8523 0.3853
O -0.6642 2.1808 0.1947
H 1.2601 -2.5145 -0.4551
H -1.6728 -0.3409 -0.1249
H 0.9213 0.8485 0.2326
H -0.9091 2.4866 1.1101
```

Its total energy is -8172.761 eV. Its highest occupied orbital energy is -8.78 eV. As for the total charge: 0. The calculation puts the orbital gap at 9.48 eV. For the molecular weight, the calculation gives 76.055 g/mol.

Atomic partial charges in e from the Mulliken method, atoms 1 to 5: atom 1 (O): -0.44, atom 2 (N): -0.45, atom 3 (C): 0.02, atom 4 (N): -0.16, atom 5 (O): -0.39